DFT (wB97M-V/def2-TZVPD) results for an isolated molecule of C4H6N2O in a non-equilibrium geometry.

ΔE to the lowest compared entry with this formula, charge and spin   61.3 kcal/mol
Calculated total energy   -9270.843 eV

Each line ends with the Löwdin charge.
Cartesian coordinates (Å):
C 2.16155 0.67310 0.54900  -0.0640
O 0.88833 1.32724 0.33931  -0.0872
C -0.15821 0.46060 0.25156  -0.4260
C -1.01899 0.46999 -0.87913  -0.0344
C -1.80466 -0.63922 -0.76854  -0.1688
N -1.51736 -1.30557 0.36600  -0.0067
N -0.41712 -0.52748 1.12292  0.1450
H 2.93241 1.32535 0.11823  0.0884
H 2.36187 0.51388 1.61361  0.0854
H 2.17814 -0.30132 0.03930  0.0924
H -1.02213 1.18524 -1.67857  0.0974
H -2.54325 -0.96434 -1.50469  0.1193
H -2.04060 -2.21746 0.43100  0.1591